C33H27ClIN5O2Zr | wB97M-V/def2-TZVPD

ΔE to the lowest compared entry with this formula, charge and spin: 1.138 eV
Kohn-Sham gap: 5.32 eV
HOMO: -12.1239 eV
charge: +2
molecular weight: 779.19 g/mol

Last column: Mulliken charge in e.
Atoms and positions in Å:
Zr (-2.724, 1.233, 0.116)  0.685
C (9.685, -4.801, -0.320)  -0.854
O (8.384, -5.352, -0.157)  -0.442
C (7.330, -4.540, -0.136)  0.922
C (6.087, -5.154, 0.088)  -0.617
C (4.942, -4.405, 0.143)  -0.576
C (4.991, -3.014, -0.052)  0.143
C (6.227, -2.410, -0.283)  -0.857
C (7.388, -3.156, -0.315)  -0.502
C (3.758, -2.263, 0.012)  0.446
N (2.655, -2.678, 0.617)  -0.757
C (1.741, -1.703, 0.434)  0.953
C (2.276, -0.645, -0.304)  0.043
N (3.565, -1.027, -0.557)  -0.080
C (1.518, 0.486, -0.675)  0.071
C (1.991, 1.593, -1.408)  -0.519
C (1.144, 2.623, -1.729)  -1.110
C (-0.191, 2.549, -1.337)  -0.110
N (-0.674, 1.524, -0.645)  -0.302
C (0.157, 0.504, -0.279)  0.561
C (-0.371, -0.529, 0.576)  -0.030
N (-1.635, -0.376, 1.064)  0.344
C (-2.107, -1.248, 1.948)  -0.272
C (-1.387, -2.369, 2.353)  -1.337
C (-0.127, -2.573, 1.839)  -0.246
C (0.415, -1.633, 0.948)  -0.171
H (10.368, -5.643, -0.281)  0.246
H (9.919, -4.103, 0.486)  0.357
H (9.782, -4.298, -1.284)  0.349
H (6.070, -6.228, 0.216)  0.443
H (3.986, -4.872, 0.330)  0.434
H (6.297, -1.335, -0.401)  0.272
H (8.337, -2.663, -0.472)  0.419
H (4.246, -0.525, -1.100)  0.227
H (3.029, 1.631, -1.712)  0.490
H (1.494, 3.482, -2.282)  0.464
H (-0.885, 3.341, -1.596)  0.521
H (-3.082, -1.027, 2.362)  0.729
H (-1.819, -3.057, 3.064)  0.477
H (0.475, -3.426, 2.125)  0.626
Cl (-2.553, 7.705, 0.907)  -0.182
C (-2.585, 5.998, 1.045)  0.721
C (-1.676, 5.360, 1.856)  -0.580
C (-1.772, 3.982, 2.067)  -0.863
I (-0.352, 2.854, 3.129)  0.144
C (-2.822, 3.240, 1.524)  0.489
O (-3.094, 1.970, 1.851)  -0.621
C (-3.549, 3.851, 0.454)  0.916
N (-4.184, 2.997, -0.409)  0.025
C (-4.953, 3.527, -1.345)  -0.055
C (-5.130, 4.911, -1.475)  -1.047
C (-4.392, 5.769, -0.697)  -0.669
C (-3.515, 5.251, 0.280)  -0.075
H (-0.905, 5.933, 2.352)  0.485
H (-5.440, 2.838, -2.024)  0.468
H (-5.812, 5.292, -2.221)  0.426
H (-4.465, 6.840, -0.835)  0.493
C (-5.653, -1.806, -1.180)  -1.613
C (-5.164, -0.404, -0.810)  0.863
C (-5.354, -0.207, 0.709)  -1.252
C (-3.693, -0.183, -1.226)  -0.988
H (-6.682, -1.963, -0.853)  0.414
H (-5.021, -2.556, -0.698)  0.389
H (-5.606, -1.963, -2.258)  0.387
H (-5.794, 0.325, -1.326)  0.166
H (-4.990, -1.089, 1.238)  0.235
H (-6.415, -0.109, 0.936)  0.495
H (-4.858, 0.701, 1.088)  0.500
H (-3.660, 0.169, -2.267)  0.517
H (-3.166, -1.146, -1.203)  0.373

***

C43H56O10P2PdS3Se | wB97M-V/def2-TZVPD

ΔE to the lowest compared entry with this formula, charge and spin: 0.000 eV
Kohn-Sham gap (spin up / spin down): 7.32 / 4.87 eV
2S+1: 5
expectation value of S²: 6.066
HOMO (spin up / spin down): -6.9863 / -7.2021 eV
molecular weight: 1076.44 g/mol

Last column: Mulliken charge in e.
Atoms and positions in Å:
Pd (-0.191, 0.574, -0.024)  1.344
C (-3.913, -2.285, 6.327)  -1.780
C (-3.176, -0.943, 6.211)  2.051
C (-4.074, 0.175, 6.761)  -1.433
C (-1.917, -1.018, 7.074)  -1.929
C (-2.848, -0.646, 4.750)  -0.843
C (-1.579, -0.362, 4.299)  -0.229
C (-1.363, -0.059, 2.956)  -0.501
Se (0.422, 0.370, 2.426)  0.107
C (0.333, 2.252, 2.806)  0.239
C (0.413, 2.661, 4.097)  -0.847
C (0.207, 4.015, 4.444)  -0.282
C (0.009, 4.933, 3.412)  -0.767
C (-0.020, 4.605, 2.070)  -0.666
C (0.071, 3.189, 1.722)  0.757
O (-0.117, 2.781, 0.552)  -0.260
C (-0.258, 5.727, 1.058)  2.735
C (-1.766, 6.028, 1.049)  -1.511
C (0.186, 5.402, -0.370)  -1.546
C (0.508, 6.990, 1.491)  -2.008
C (0.216, 4.407, 5.912)  2.275
C (1.613, 4.123, 6.487)  -1.708
C (-0.828, 3.563, 6.661)  -1.721
C (-0.113, 5.884, 6.124)  -2.215
C (-2.377, -0.026, 1.983)  0.709
O (-2.158, 0.274, 0.735)  0.251
C (-3.695, -0.354, 2.448)  -0.701
C (-3.872, -0.634, 3.787)  0.104
C (-4.868, -0.391, 1.466)  2.488
C (-4.579, -1.398, 0.340)  -1.619
C (-6.173, -0.821, 2.140)  -2.496
C (-5.098, 1.008, 0.877)  -1.200
H (-4.108, -2.519, 7.376)  0.476
H (-4.871, -2.267, 5.808)  0.311
H (-3.314, -3.092, 5.900)  0.369
H (-4.345, -0.025, 7.801)  0.482
H (-3.559, 1.137, 6.716)  0.147
H (-4.994, 0.261, 6.181)  0.285
H (-2.192, -1.242, 8.106)  0.450
H (-1.239, -1.800, 6.728)  0.395
H (-1.376, -0.069, 7.078)  0.185
H (-0.730, -0.378, 4.970)  0.634
H (0.599, 1.928, 4.872)  0.303
H (-0.135, 5.969, 3.678)  0.407
H (-2.331, 5.153, 0.722)  0.130
H (-2.119, 6.322, 2.040)  0.306
H (-1.972, 6.844, 0.354)  0.453
H (-0.371, 4.582, -0.807)  -0.308
H (0.033, 6.289, -0.989)  0.549
H (1.247, 5.145, -0.402)  0.456
H (0.106, 7.446, 2.396)  0.432
H (1.565, 6.772, 1.653)  0.395
H (0.436, 7.735, 0.697)  0.478
H (1.875, 3.067, 6.406)  0.317
H (2.375, 4.703, 5.964)  0.389
H (1.639, 4.396, 7.543)  0.453
H (-0.605, 2.496, 6.612)  0.255
H (-0.846, 3.851, 7.713)  0.528
H (-1.826, 3.716, 6.246)  0.384
H (0.638, 6.537, 5.675)  0.429
H (-1.090, 6.144, 5.713)  0.426
H (-0.136, 6.096, 7.194)  0.436
H (-4.873, -0.866, 4.125)  0.375
H (-4.467, -2.404, 0.753)  0.371
H (-5.413, -1.413, -0.367)  0.457
H (-3.672, -1.144, -0.200)  0.043
H (-6.100, -1.824, 2.569)  0.419
H (-6.478, -0.127, 2.927)  0.426
H (-6.966, -0.839, 1.391)  0.458
H (-4.219, 1.354, 0.342)  -0.229
H (-5.943, 0.989, 0.185)  0.524
H (-5.325, 1.724, 1.673)  0.343
C (1.421, -2.718, -3.508)  -1.618
C (1.288, -1.951, -2.205)  0.961
O (2.303, -2.455, -1.302)  -0.694
P (-0.243, -2.323, -1.266)  0.723
O (-0.357, -3.906, -1.262)  -0.607
O (-1.520, -1.919, -2.042)  -0.859
O (-0.043, -1.753, 0.101)  -0.818
P (1.797, -0.170, -2.401)  0.751
O (3.329, -0.438, -2.829)  -0.613
O (1.433, 0.567, -3.758)  -0.648
O (1.784, 0.557, -1.087)  -1.061
H (1.155, -3.763, -3.355)  0.440
H (2.452, -2.657, -3.848)  0.387
H (0.774, -2.297, -4.279)  0.088
H (2.125, -2.058, -0.432)  0.492
H (0.290, -4.310, -0.670)  0.401
H (-1.394, -0.935, -2.295)  0.019
H (3.763, -0.999, -2.173)  0.470
O (-0.617, 0.343, -2.312)  1.797
C (-0.811, 1.328, -3.282)  1.491
C (0.637, 1.766, -3.771)  1.323
C (0.700, 2.341, -5.150)  -1.343
C (1.315, 3.557, -5.246)  -0.670
C (1.774, 4.067, -4.035)  -0.508
S (1.464, 3.032, -2.702)  -0.038
C (-1.638, 2.489, -2.753)  -0.735
C (-2.539, 2.388, -1.738)  -0.496
C (-3.268, 3.590, -1.515)  -0.839
C (-2.928, 4.572, -2.391)  -0.670
S (-1.717, 4.052, -3.482)  0.033
C (-1.551, 0.736, -4.476)  -0.430
C (-2.475, 1.314, -5.297)  -0.161
C (-2.864, 0.477, -6.376)  -0.852
C (-2.222, -0.723, -6.361)  -0.662
S (-1.155, -0.840, -5.036)  0.125
H (0.310, 1.773, -5.980)  0.515
H (1.438, 4.086, -6.181)  0.463
H (2.281, 5.007, -3.882)  0.520
H (-2.680, 1.489, -1.159)  -0.153
H (-4.015, 3.702, -0.742)  0.554
H (-3.313, 5.578, -2.452)  0.498
H (-2.876, 2.304, -5.141)  0.581
H (-3.597, 0.756, -7.119)  0.449
H (-2.338, -1.554, -7.038)  0.461

***

C4H5NO | wB97M-V/def2-TZVPD

ΔE to the lowest compared entry with this formula, charge and spin: 0.522 eV
Kohn-Sham gap: 10.98 eV
SMILES: CC(=O)CC#N
HOMO: -10.4195 eV
molecular weight: 83.09 g/mol

Last column: Mulliken charge in e.
Atoms and positions in Å:
C (0.514, -0.570, 1.376)  -0.989
C (-0.549, -0.260, 0.345)  0.532
O (-1.639, -0.765, 0.352)  -0.494
C (-0.215, 0.815, -0.720)  -0.345
C (-0.089, 0.189, -2.025)  0.201
N (0.004, -0.371, -3.035)  -0.381
H (0.459, -1.618, 1.673)  0.321
H (0.317, 0.030, 2.274)  0.270
H (1.519, -0.337, 1.021)  0.338
H (0.711, 1.348, -0.499)  0.280
H (-1.032, 1.539, -0.761)  0.268

***

C21H24ClN5ORh | wB97M-V/def2-TZVPD

ΔE to the lowest compared entry with this formula, charge and spin: 0.000 eV
Kohn-Sham gap (spin up / spin down): 7.90 / 7.51 eV
2S+1: 5
expectation value of S²: 6.053
HOMO (spin up / spin down): -10.2331 / -11.6103 eV
charge: +1
molecular weight: 500.82 g/mol

Last column: Mulliken charge in e.
Atoms and positions in Å:
Rh (-0.477, -0.153, -0.342)  0.442
O (0.498, 2.034, 3.029)  -0.727
C (0.283, 1.631, 1.897)  0.109
N (-0.450, 0.545, 1.569)  0.166
C (-0.995, -0.208, 2.670)  -1.080
C (-1.752, -1.426, 2.200)  0.309
C (-2.381, -2.244, 3.136)  -0.962
C (-3.061, -3.367, 2.711)  -0.393
C (-3.104, -3.653, 1.351)  -0.867
C (-2.459, -2.795, 0.488)  -0.316
N (-1.795, -1.706, 0.893)  0.496
C (0.882, 2.362, 0.710)  0.566
C (1.568, 3.547, 0.924)  -0.806
C (2.132, 4.196, -0.161)  -0.476
C (1.998, 3.636, -1.423)  -0.808
C (1.300, 2.448, -1.548)  -0.610
N (0.747, 1.824, -0.508)  0.739
H (-1.655, 0.415, 3.284)  0.590
H (-0.197, -0.529, 3.352)  0.457
H (-2.326, -1.989, 4.186)  0.500
H (-3.553, -4.014, 3.426)  0.427
H (-3.624, -4.521, 0.973)  0.440
H (-2.464, -2.982, -0.580)  0.377
H (1.644, 3.922, 1.935)  0.572
H (2.671, 5.124, -0.027)  0.453
H (2.429, 4.105, -2.296)  0.462
H (1.190, 1.967, -2.514)  0.442
N (-2.335, 1.074, -1.089)  -0.378
C (-2.880, 0.501, -2.328)  -0.583
C (-1.733, 0.110, -3.241)  -0.547
N (-0.866, -0.863, -2.553)  -0.279
H (-3.023, 1.080, -0.345)  0.217
H (-2.034, 2.033, -1.230)  0.201
H (-3.552, 1.188, -2.847)  0.404
H (-3.456, -0.388, -2.062)  0.313
H (-1.130, 0.993, -3.467)  0.235
H (-2.122, -0.274, -4.186)  0.423
H (0.030, -0.944, -3.022)  0.149
H (-1.290, -1.785, -2.572)  0.209
Cl (2.578, -1.036, -2.895)  -0.209
C (2.800, -0.691, -1.204)  0.889
C (3.714, 0.275, -0.853)  -0.700
C (3.909, 0.594, 0.488)  -0.373
C (3.186, -0.077, 1.478)  -0.779
C (2.286, -1.051, 1.131)  -0.278
C (2.041, -1.409, -0.232)  0.129
C (1.152, -2.442, -0.544)  -1.206
H (4.275, 0.782, -1.626)  0.475
H (4.627, 1.356, 0.758)  0.450
H (3.340, 0.170, 2.520)  0.439
H (1.739, -1.590, 1.895)  0.472
H (0.661, -2.988, 0.248)  0.370
H (1.033, -2.789, -1.559)  0.454

***

C4H9Cl2N2 | wB97M-V/def2-TZVPD

ΔE to the lowest compared entry with this formula, charge and spin: 2.736 eV
Kohn-Sham gap: 8.67 eV
HOMO: -12.9895 eV
charge: +1
molecular weight: 156.04 g/mol

Last column: Mulliken charge in e.
Atoms and positions in Å:
C (-0.319, 0.014, 0.304)  0.274
C (-1.799, 0.817, -1.483)  -0.905
C (0.524, 1.526, -1.437)  -1.082
C (1.098, -2.672, 2.776)  -0.139
N (-0.510, 0.809, -0.722)  0.007
N (0.822, -0.270, 0.962)  -0.242
Cl (0.465, -4.143, 2.674)  0.025
Cl (2.224, -2.447, 4.007)  -0.006
H (-2.053, 1.833, -1.764)  0.324
H (-1.761, 0.203, -2.320)  0.375
H (-2.519, 0.440, -0.792)  0.322
H (0.135, 2.531, -1.920)  0.271
H (1.428, 1.880, -0.934)  0.378
H (0.729, 0.961, -2.244)  0.507
H (-1.138, -0.356, 0.876)  0.331
H (1.013, -1.095, 1.590)  0.317
H (1.659, -0.030, 0.426)  0.245